Entry 1:
ORCA calculation (the ωB97M-V functional and the def2-TZVPD basis) on a cluster of 13 separate species, C49H83Cl6F21O23 in total at a distorted geometry.

The geometry in XYZ format:
```
182
Properties=species:S:1:pos:R:3:mulliken_charge:R:1
Cl 4.47734 3.44557 -0.11199 -0.103
Cl 0.84566 -5.99887 -0.49386 -0.239
Cl -1.84030 -4.85366 -0.54724 -0.116
Cl 0.62969 -2.53149 2.92900 -0.107
Cl -2.24388 -2.30155 2.65790 -0.207
Cl 4.14980 1.05886 -1.83237 -0.190
F 3.81071 7.33634 1.26630 -0.234
F -1.65884 5.68864 -4.00857 -0.273
F 0.94584 5.11857 8.57327 -0.288
F -1.02313 4.81708 7.76527 -0.278
F 2.77726 -3.00315 7.43860 -0.253
F -2.60156 3.83902 -3.25541 -0.169
F -6.07228 -8.27947 -3.42497 -0.254
F 3.74665 -2.22018 3.57604 -0.189
F -5.11920 -7.41874 -5.16248 -0.213
F -4.78766 -9.56688 -4.62480 -0.257
F 6.18014 3.78756 3.94605 -0.294
F 4.98256 -0.40074 3.39034 -0.155
F 3.11403 6.59047 -0.67816 -0.196
F 1.74255 -3.96299 5.77232 -0.202
F 2.23929 8.38231 0.26007 -0.275
F 5.93233 -2.30244 3.76211 -0.255
F 5.03599 2.79985 5.50844 -0.210
F 0.61943 5.40050 6.44257 -0.095
F -2.50560 5.60340 -2.01883 -0.247
F 4.50685 2.47708 3.44464 -0.125
F 1.10382 -4.26208 7.78182 -0.259
O 2.17106 5.12018 1.57144 -0.301
O 4.20897 -1.50333 0.83119 -0.428
O 0.58184 0.59666 -0.71111 0.454
O -2.86006 -8.75369 -3.21062 -0.336
O -4.63160 -2.39743 -4.62736 -0.417
O 0.30365 -2.07210 -1.64176 0.540
O -0.21352 -1.98894 7.49518 -0.310
O -4.57264 -1.37361 -1.80190 -0.455
O 5.82801 -3.02748 1.38804 -0.315
O 0.64532 6.79931 1.38535 -0.404
O -4.86298 -1.08136 -8.82263 -0.250
O 0.42422 4.19382 -3.21757 -0.339
O 1.17587 -1.24308 5.90475 -0.369
O -0.17831 2.41641 6.83099 -0.522
O -3.58452 0.23122 -6.21911 -0.102
O -1.56300 1.60156 -4.50254 -0.481
O -0.39262 4.29585 -1.10678 -0.569
O 0.39231 1.18838 2.19004 -0.215
O 4.56899 5.69771 4.34884 -0.347
O 2.80347 4.35657 4.77717 -0.215
O 1.81505 2.98036 7.66129 -0.190
O -3.76129 -6.65258 -3.00482 -0.449
O -2.13028 -3.67009 -5.87230 -0.345
C -0.24808 5.67969 3.32200 -1.004
C -4.97349 -8.27906 -4.18350 0.880
C 0.44165 -2.63667 -2.94766 -1.137
C -4.14970 -1.59067 -9.93055 -0.830
C -3.42805 -1.34741 -0.95722 -0.264
C -0.48774 4.43829 -2.30083 0.399
C 2.74962 4.14006 -3.69053 -1.676
C -0.80243 -7.78094 -3.76111 -0.746
C -0.49572 1.18667 0.00402 -0.681
C 4.94532 -2.05732 1.61028 0.222
C 1.71886 3.87521 -2.64746 2.008
C 3.96767 4.53163 4.53891 0.212
C 3.65698 1.87776 -0.32790 1.248
C -1.61445 -8.41001 -2.64338 -0.107
C 1.14235 1.87985 3.14893 -0.324
C 2.26267 1.64471 7.53334 0.551
C 1.15076 -0.54888 -0.05294 1.325
C -2.74627 0.90017 -4.09073 0.067
C 4.53067 -4.46395 -0.14463 -0.810
C 1.57833 -3.35520 6.97278 0.866
C 4.92986 3.34730 4.33347 0.808
C -4.53529 -3.03236 -5.87725 -0.726
C 1.48892 -1.49873 -1.17538 -1.077
C 0.27085 4.67238 7.50032 0.711
C -3.84639 1.06649 -5.09790 -0.967
C -4.63199 0.60343 -7.10962 -0.696
C -3.79148 -7.78870 -3.38840 0.366
C -4.39382 0.22906 -8.54622 -0.727
C -2.17702 -5.07386 -6.08635 -0.593
C -0.78746 -1.51436 3.24012 2.653
C 3.73168 7.12041 5.91637 -1.179
C -1.82948 4.91434 -2.92175 0.735
C 1.84917 6.24522 1.22649 0.423
C 3.50761 1.48704 8.39142 -1.454
C -2.07835 -0.64803 8.40548 -1.460
C -4.24312 -3.21031 -3.50508 1.146
C -3.18478 -2.91025 -6.47731 0.124
C -1.07612 -0.81143 7.25698 0.359
C 5.73996 -3.53573 0.05138 -0.231
C -0.35191 5.87891 1.83570 0.385
C -0.41344 1.07061 -3.82097 -0.218
C -0.06708 2.05696 1.17170 0.315
C 2.75036 7.17323 0.47512 0.700
C 3.73717 6.85287 4.47564 0.337
C 4.95332 -1.75375 3.12764 0.805
C -0.19915 -4.59928 -0.00081 1.504
C 0.57546 3.19351 7.31104 0.516
C -4.93681 -2.69145 -2.25584 -1.050
C 0.82719 -2.09859 6.69880 0.446
H 1.00870 -1.90476 -3.50509 0.441
H -1.20911 -5.46966 -5.75711 0.157
H 4.38627 1.68309 7.77826 0.280
H 1.76599 2.80309 -2.34671 -0.468
H -4.92148 -4.07009 -5.86856 0.415
H -5.23018 -2.51887 -6.56905 0.405
H -3.52531 -2.18767 -0.27318 0.389
H -1.31100 6.33606 1.60347 0.381
H 5.63110 -2.75471 -0.70956 0.223
H -4.66004 -3.40139 -1.45527 0.275
H -2.83425 0.08683 8.12671 0.394
H -1.16994 5.21368 3.67003 0.577
H -4.77554 0.76884 -4.61462 0.365
H -2.55346 -1.58420 8.68603 0.392
H 2.50439 3.65632 -4.66198 0.337
H -4.50019 -1.10743 -10.84187 0.317
H -4.96566 0.96099 -9.18383 0.355
H -4.61121 -4.22500 -3.80415 0.365
H -1.52777 -0.27083 9.27092 0.338
H 2.72909 6.59140 4.16085 -0.256
H -3.10278 -1.45452 -9.73731 0.381
H -2.86758 -1.87490 -6.30609 -0.180
H -0.48091 -0.02727 -3.89893 0.384
H -0.83818 -1.35682 4.32064 -1.135
H 2.57370 2.07259 -0.46272 -1.226
H 4.64991 -5.46611 0.30402 0.333
H -0.94421 2.64154 1.52506 0.642
H 1.55594 0.94294 7.96596 -0.005
H 3.53600 0.46511 8.78204 0.360
H -0.55027 1.33635 -2.76646 -0.317
H -1.57207 -0.86658 6.30779 0.105
H -4.84151 1.68223 -7.10799 0.452
H -0.25668 4.96769 1.23840 -0.390
H 3.27326 8.05530 6.25013 0.399
H 4.53544 -4.65346 -1.19169 0.387
H 1.90193 4.46779 -1.75753 -0.381
H -2.36399 -5.27792 -7.15086 0.367
H 2.45927 1.31694 6.50161 0.079
H -0.69472 -0.58520 2.67711 -1.155
H -3.80990 2.13972 -5.39083 0.399
H -3.17229 1.24215 -3.14140 0.234
H 3.55796 -4.04275 0.17728 0.038
H 4.77740 7.06646 6.22972 0.362
H 3.61759 3.59674 -3.30170 0.376
H -1.12987 -9.26380 -2.16368 0.299
H -5.99547 -2.58321 -2.51744 0.385
H -3.00093 -5.58526 -5.53403 0.248
H -1.79167 -7.63503 -1.91370 0.169
H 0.49812 1.46814 -4.23682 0.351
H 2.95073 5.19789 -3.85348 0.390
H -2.49140 -1.46373 -1.52279 0.083
H 2.02185 -0.18572 0.49431 -0.192
H 2.00015 2.43935 2.75337 -0.042
H -0.21139 6.61442 3.86807 0.426
H 1.98906 -0.97208 -1.99726 0.584
H -0.18859 -4.58778 1.09451 0.261
H 1.09197 -3.49638 -2.85051 0.269
H -0.51072 0.10657 7.28628 0.041
H 3.79642 1.22399 0.52357 0.157
H 1.51912 1.11334 3.81901 0.275
H 0.43605 -0.91829 0.70461 -0.325
H 0.74740 2.70393 0.86406 -0.281
H 0.24424 -7.70561 -3.52338 0.490
H -3.17379 -3.10080 -3.36054 -0.742
H -1.30055 0.48737 0.30084 -0.350
H -0.93579 -8.39959 -4.65125 0.363
H -3.34127 0.40272 -8.74089 0.361
H 3.18976 6.32190 6.41503 0.095
H -3.39243 -0.39120 -0.43117 0.138
H 0.61152 5.01802 3.60604 -0.090
H 4.13695 7.64623 3.86385 0.398
H -0.82879 1.85167 -0.80609 -0.050
H -0.55455 -2.87740 -3.28334 0.028
H 6.67313 -4.07790 -0.11643 0.353
H -1.15333 -6.77595 -4.03427 -0.190
H 0.51264 2.61442 3.66283 0.121
H -4.40367 -2.63414 -9.88705 0.230
H -3.16061 -3.16344 -7.55035 0.345
H 3.54180 2.19466 9.22118 0.349
H 2.13141 -2.28777 -0.74293 -0.469
H 0.19643 -3.67936 -0.41571 -1.286
H -2.52492 -0.17568 -4.03143 0.130
H -5.54498 0.17560 -6.69299 0.389
```

Values from the calculation:
HOMO-LUMO gap, eV: 9.28
Calculated total energy, Eh: -8505.6353
Spin multiplicity: 1

***

Entry 2:
ORCA calculation (the ωB97M-V functional and the def2-TZVPD basis) on the molecule C3H6ClNO at a distorted geometry.

The geometry in XYZ format:
```
12
Properties=species:S:1:pos:R:3:mulliken_charge:R:1
Cl 2.17122 0.93419 0.07646 -0.195
O -0.86838 -1.55611 0.17557 -0.561
N 0.68879 -0.40853 -1.73716 -0.557
C -0.82860 0.80040 0.76868 -0.997
C -0.03561 -0.48932 0.46634 0.156
C 0.92547 -0.17346 -0.57150 0.335
H -0.28928 1.76631 0.51881 0.333
H 1.32183 0.12076 -2.33095 0.281
H -1.76865 0.67669 0.22575 0.288
H 0.59249 -0.76706 1.26731 0.310
H -1.03144 -1.74813 -0.75295 0.340
H -0.87786 0.84425 1.89365 0.265
```

Values from the calculation:
HOMO-LUMO gap, eV: 11.52
Calculated total energy, Eh: -708.0672
ΔE to the lowest compared entry with this formula, charge and spin, kJ/mol: 123.08
Structure (SMILES): [H]/N=C(\Cl)[C@@H](C)O
Spin multiplicity: 1

***

Entry 3:
ORCA calculation (the ωB97M-V functional and the def2-TZVPD basis) on the molecule C8H9NO at a distorted geometry.

The geometry in XYZ format:
```
19
Properties=species:S:1:pos:R:3:mulliken_charge:R:1
O -3.19508 -1.47148 -0.13717 -0.618
N -0.35566 0.55464 -0.10238 0.189
C -2.32389 1.60068 -0.05094 -0.576
C -0.70710 -1.73038 -0.10166 -0.550
C -0.04504 1.83482 -0.11157 -0.267
C 1.71056 -0.88414 0.26491 -1.453
C 0.27137 -0.62698 -0.44738 0.099
C -1.73978 0.37141 -0.08149 0.205
C -1.25230 2.54646 0.07427 -0.521
C -2.06502 -1.02881 -0.16353 0.382
H 0.94507 2.09529 -0.22967 0.415
H -0.63644 -2.09798 0.89432 0.269
H -0.70566 -2.64443 -0.81182 0.311
H 2.24691 -1.77056 0.05208 0.375
H 1.42978 -0.87051 1.25534 0.478
H -1.47909 3.65588 0.18122 0.311
H 0.32812 -0.75316 -1.59301 0.242
H -3.39528 1.85346 0.17026 0.362
H 2.29250 0.00516 0.17472 0.346
```

Values from the calculation:
HOMO-LUMO gap, eV: 9.30
Calculated total energy, Eh: -440.1951
ΔE to the lowest compared entry with this formula, charge and spin, kJ/mol: 147.51
Structure (SMILES): C[C@H]1CC(=O)c2cccn21
Spin multiplicity: 1

***

Entry 4:
ORCA calculation (the ωB97M-V functional and the def2-TZVPD basis) on the molecule C4H10B2O3 at a distorted geometry.

The geometry in XYZ format:
```
19
Properties=species:S:1:pos:R:3:mulliken_charge:R:1
O -1.63500 -1.51135 1.16751 -0.547
O -2.78593 -1.20493 -0.75194 -0.460
O 1.59483 0.89110 1.49067 -0.523
C -1.83777 0.72468 0.29352 -0.379
C -2.06683 -0.75689 0.30942 0.459
C -0.79360 1.13983 -0.77831 -0.675
C 2.91668 -0.77229 0.13967 -0.921
B 0.32057 0.02231 -0.75368 0.210
B 1.62536 0.10809 0.35877 0.205
H 3.82046 -0.17709 0.20548 0.287
H -2.51452 -2.11810 -0.88101 0.351
H -0.41343 2.10690 -0.45975 0.281
H 2.88212 -1.30068 -0.80523 0.245
H -1.26639 1.29717 -1.74103 0.383
H 2.93280 -1.52266 0.93151 0.305
H -1.42778 0.97185 1.26253 0.255
H 1.21368 1.75312 1.33607 0.301
H -2.76628 1.26503 0.16017 0.368
H 0.20103 -0.91611 -1.48437 -0.145
```

Values from the calculation:
HOMO-LUMO gap, eV: 9.08
Calculated total energy, Eh: -433.8511
ΔE to the lowest compared entry with this formula, charge and spin, kJ/mol: 26.08
Structure (SMILES): CB(O)BCCC(=O)O
Spin multiplicity: 1